(w)
Computed, not measured: the molecule C3H3ClS, with ωB97M-V/def2-TZVPD.

```
8
Properties=species:S:1:pos:R:3:nbo_charge:R:1
S 0.231 1.762 2.084 0.034
C -0.302 0.580 1.033 -0.275
C 0.375 0.122 -0.130 -0.325
C 0.141 -0.803 -1.051 -0.166
Cl -1.321 -1.550 -1.325 0.067
H -1.181 -0.005 1.477 0.212
H 1.193 0.747 -0.205 0.227
H 0.863 -0.853 -1.883 0.226
```

Summary:
Gap between HOMO and LUMO: 7.7 eV
SMILES: S=C/C=C\Cl

---

(x)
Computed, not measured: the molecule C3H3ClS, with ωB97M-V/def2-TZVPD.

```
8
Properties=species:S:1:pos:R:3:nbo_charge:R:1
S -2.629 -0.570 -0.126 0.112
C -1.065 -0.730 0.102 -0.330
C -0.146 0.454 0.014 -0.291
C 1.186 0.555 -0.039 -0.141
Cl 2.195 -0.879 -0.106 -0.016
H -0.515 -1.695 0.370 0.218
H -0.711 1.393 -0.175 0.230
H 1.684 1.471 -0.042 0.219
```

Summary:
Gap between HOMO and LUMO: 8.1 eV
SMILES: S=C/C=C\Cl

---

Q: What are the energies relative to the best structure? A: (w) 7.9; (x) 0.0, in kcal/mol.

---

(w)
Computed, not measured: the ion C3H7O2 with charge -1, with ωB97M-V/def2-TZVPD.

```
12
Properties=species:S:1:pos:R:3:nbo_charge:R:1
O 1.650 -1.603 0.721 -0.929
C 0.677 -0.748 0.979 0.034
C -0.301 -0.485 -0.221 -0.489
C -1.083 0.812 -0.147 -0.066
O -0.664 1.795 -1.165 -0.749
H 0.972 0.306 1.331 0.039
H -0.035 -1.010 1.851 0.032
H 0.325 -0.486 -1.105 0.201
H -1.003 -1.323 -0.264 0.175
H -2.159 0.694 -0.298 0.137
H -0.873 1.343 0.772 0.170
H -0.865 1.375 -2.015 0.446
```

Summary:
Gap between HOMO and LUMO: 6.2 eV
Net charge: -1
SMILES: [O-]CCCO

---

(x)
Computed, not measured: a cluster of 2 separate species, C3H7O2 in total, with ωB97M-V/def2-TZVPD.

```
12
Properties=species:S:1:pos:R:3:nbo_charge:R:1
C 0.544 1.630 1.465 -0.232
O 0.845 0.323 1.096 -0.784
H -0.488 1.741 1.834 0.137
H 1.199 1.921 2.291 0.153
H 0.699 2.334 0.635 0.144
O 0.520 -2.743 -1.380 -0.764
C -0.396 -1.955 -1.050 0.287
C -0.581 -0.626 -1.406 -0.849
H -1.196 -2.342 -0.360 0.050
H 0.026 -0.203 -2.204 0.176
H 0.342 0.031 0.277 0.508
H -1.515 -0.111 -1.199 0.173
```

Summary:
Gap between HOMO and LUMO: 6.7 eV
Net charge: -1

---

(y)
Computed, not measured: a cluster of 3 separate species, C3H7O2 in total, with ωB97M-V/def2-TZVPD.

```
12
Properties=species:S:1:pos:R:3:nbo_charge:R:1
C -0.345 -1.711 -0.205 0.287
O -0.152 -2.823 -0.609 -0.555
H -0.080 -0.868 -0.856 0.137
H -0.747 -1.393 0.768 0.115
H 5.461 -1.626 -3.245 -0.015
C -0.490 1.741 -0.626 -0.836
C -0.519 1.503 0.738 0.257
O 0.233 1.893 1.666 -0.771
H -1.415 1.568 -1.174 0.158
H 0.375 1.743 -1.281 0.173
H -1.380 0.883 1.141 0.035
H 4.957 -1.766 -2.704 0.015
```

Summary:
Gap between HOMO and LUMO: 6.1 eV
Net charge: -1

---

(z)
Computed, not measured: a cluster of 3 separate species, C3H7O2 in total, with ωB97M-V/def2-TZVPD.

```
12
Properties=species:S:1:pos:R:3:nbo_charge:R:1
C -1.695 -1.021 0.463 0.298
O -2.101 -2.127 0.209 -0.576
H -2.209 -0.084 0.189 0.109
H -0.801 -0.790 1.058 0.148
H 3.547 1.338 -4.010 0.031
C 1.655 0.183 -0.434 -0.767
C 1.126 1.225 0.292 0.232
O -0.116 1.340 0.603 -0.844
H 2.679 0.143 -0.791 0.162
H 0.980 -0.583 -0.798 0.166
H 1.798 2.030 0.611 0.075
H 3.990 1.437 -4.597 -0.033
```

Summary:
Gap between HOMO and LUMO: 6.6 eV
Net charge: -1

---

Q: What are the energies relative to the best structure? A: (w) 14.9; (x) 0.0; (y) 42.9; (z) 30.6, in kcal/mol.

---

(w)
Computed, not measured: a cluster of 3 separate species, C5H13P in total, with ωB97M-V/def2-TZVPD.

```
19
Properties=species:S:1:pos:R:3:nbo_charge:R:1
C -0.726 2.295 -0.913 -1.031
C 2.291 -0.291 0.481 -0.627
C -2.459 -0.575 0.277 -0.638
C 1.567 0.189 -0.849 -0.730
C -0.963 -0.634 -0.008 -0.770
P -0.108 0.846 -0.307 1.317
H -1.640 2.607 -0.471 0.232
H -0.061 3.119 -1.114 0.242
H 2.048 -1.363 0.753 0.220
H 3.408 -0.206 0.483 0.227
H 1.819 0.296 1.338 0.209
H -2.853 0.495 0.141 0.199
H -3.047 -1.075 -0.469 0.215
H -2.838 -0.853 1.224 0.210
H 1.265 -0.718 -1.466 0.257
H 2.192 0.791 -1.580 0.254
H -0.334 -1.149 0.689 0.214
H -3.003 3.275 -2.323 -0.016
H -2.432 2.918 -2.892 0.017
```

Summary:
Gap between HOMO and LUMO: 7.5 eV

---

(x)
Computed, not measured: a cluster of 2 separate species, C5H13P in total, with ωB97M-V/def2-TZVPD.

```
19
Properties=species:S:1:pos:R:3:nbo_charge:R:1
C -2.344 -2.293 -0.072 -0.467
C 0.290 0.281 -2.537 -0.637
C 1.454 1.234 2.141 -0.609
C 0.536 0.032 -1.071 -0.718
C 0.105 0.726 1.522 -0.761
P -0.164 1.518 -0.121 0.571
H -1.681 -2.576 0.671 0.161
H -2.930 -2.901 -0.671 0.164
H -0.715 0.499 -2.967 0.226
H 1.012 1.169 -2.853 0.200
H 0.799 -0.494 -3.120 0.212
H 2.360 0.968 1.581 0.196
H 1.454 2.272 1.934 0.209
H 1.515 0.899 3.193 0.214
H 1.582 -0.048 -0.838 0.231
H -0.216 -0.758 -0.606 0.226
H -0.557 1.108 2.383 0.225
H -0.007 -0.319 1.603 0.212
H -2.492 -1.316 -0.174 0.145
```

Summary:
Gap between HOMO and LUMO (alpha / beta): 7.7 / 8.4 eV

---

(y)
Computed, not measured: a cluster of 2 separate species, C5H13P in total, with ωB97M-V/def2-TZVPD.

```
19
Properties=species:S:1:pos:R:3:nbo_charge:R:1
C -0.448 -2.126 0.629 -1.166
C -1.887 0.768 0.394 -0.629
C 1.897 1.179 -0.173 -0.613
C -1.285 0.226 -0.923 -0.711
C 1.382 -0.005 0.593 -0.688
P 0.065 -0.948 -0.390 1.311
H 0.298 -2.596 1.270 0.238
H -1.441 -2.571 0.682 0.244
H -2.148 -0.118 1.078 0.237
H -1.049 1.190 0.936 0.195
H -2.646 1.523 0.156 0.222
H 1.144 1.755 -0.534 0.199
H 2.641 1.844 0.405 0.222
H 2.531 0.820 -1.125 0.216
H -0.708 1.039 -1.509 0.235
H -2.064 -0.261 -1.458 0.242
H 0.905 0.454 1.442 0.233
H 2.066 -0.843 0.862 0.247
H 0.748 -1.327 -2.337 -0.233
```

Summary:
Gap between HOMO and LUMO: 8.0 eV

---

Q: What are the energies relative to the best structure? A: (w) 15.9; (x) 13.1; (y) 0.0, in kcal/mol.